Record 1
ORCA calculation (ωB97M-V/def2-TZVPD) on a single C19H17F3N4O5 molecule at a distorted geometry.

The value obtained for the LUMO energy is 0.31 eV. For the largest force on an atom, the calculation gives 0.0238 hartree/bohr. As for the SMILES: CCOC(=O)C1=C(Cn2ccc(C(F)(F)F)n2)NC(=O)N[C@H]1c1ccc2c(c1)OCO2. The total energy is -44329.9825 eV.

ORCA input file:
```
! RIJCOSX wB97M-V def2-TZVPD def2/J DEFGRID3
* xyz 0 1
C -3.13 -3.03 1.37
C -2.25 -2.17 2.26
H -2.14 -2.60 3.26
H -2.66 -1.16 2.35
O -0.96 -2.09 1.65
C -0.16 -1.10 2.06
O -0.45 -0.36 2.97
C 1.11 -1.02 1.34
C 1.51 -1.74 0.27
N 2.81 -1.63 -0.17
C 3.84 -1.09 0.61
O 5.00 -1.31 0.33
N 3.41 -0.35 1.65
H 4.12 0.12 2.19
C 2.05 0.10 1.77
C 1.69 1.27 0.85
C 2.45 1.59 -0.25
C 2.03 2.53 -1.19
C 0.82 3.13 -0.98
C 0.05 2.83 0.15
C 0.47 1.91 1.08
H -0.13 1.68 1.95
O -1.10 3.56 0.13
C -1.06 4.32 -1.06
O 0.15 4.05 -1.74
H -1.91 4.04 -1.70
H -1.12 5.39 -0.82
H 2.63 2.78 -2.05
H 3.41 1.11 -0.41
H 1.84 0.37 2.81
H 3.13 -2.22 -0.93
C 0.58 -2.50 -0.64
N -0.17 -1.50 -1.36
C 0.34 -0.55 -2.18
C -0.67 0.33 -2.46
C -1.77 -0.18 -1.75
N -1.44 -1.28 -1.09
C -3.15 0.37 -1.69
F -3.18 1.67 -2.04
F -3.69 0.29 -0.47
F -4.00 -0.26 -2.52
H -0.64 1.20 -3.08
H 1.37 -0.56 -2.49
H -0.14 -3.11 -0.09
H 1.14 -3.13 -1.35
H -4.14 -3.07 1.78
H -3.17 -2.60 0.37
H -2.74 -4.04 1.31
*
```



Record 2
ORCA calculation (ωB97M-V/def2-TZVPD) on a molecular structure, C10H12F30Li3N5O26S10 at a distorted geometry.

The value obtained for the LUMO energy is 2.02 eV. For the largest force on an atom, the calculation gives 0.1485 hartree/bohr. The total energy is -261739.5757 eV.

ORCA input file:
```
! RIJCOSX wB97M-V def2-TZVPD def2/J DEFGRID3
* xyz -2 1
Li -1.40 3.47 0.05
Li -0.47 -1.42 1.95
Li -3.61 -2.50 -1.27
C -3.27 2.74 -3.32
F -3.91 1.63 -2.92
F -1.93 2.56 -3.39
F -3.74 3.21 -4.49
S -3.69 4.03 -1.90
O -2.88 5.25 -2.10
O -5.17 4.11 -2.04
N -3.18 3.26 -0.38
S -4.44 2.66 0.16
O -5.11 3.72 0.95
O -5.30 1.89 -0.74
C -3.67 1.32 1.40
F -2.65 0.77 0.88
F -3.33 1.84 2.65
F -4.59 0.42 1.60
C 0.27 -2.22 -2.06
F 0.13 -2.15 -3.41
F -0.07 -3.47 -1.72
F 1.61 -2.01 -1.77
S -0.76 -0.79 -1.16
O -0.85 0.32 -2.07
O -2.03 -1.35 -0.74
N 0.12 -0.56 0.34
S 0.80 0.81 0.09
O 1.67 0.89 -1.08
O -0.16 1.90 0.36
C 2.01 0.91 1.68
F 1.55 0.59 2.82
F 3.07 0.17 1.51
F 2.28 2.20 1.74
C -5.10 -2.86 2.20
F -5.49 -1.96 1.36
F -5.19 -2.45 3.44
F -5.93 -3.92 1.98
S -3.28 -3.35 1.80
O -2.60 -2.10 1.99
O -2.91 -4.48 2.71
N -3.38 -3.87 0.08
S -3.11 -5.40 0.12
O -1.82 -5.71 0.68
O -4.23 -6.08 0.65
C -2.98 -5.99 -1.83
F -1.85 -5.41 -2.39
F -2.86 -7.33 -1.74
F -4.14 -5.68 -2.44
C 4.98 4.58 -0.04
F 4.57 5.82 0.32
F 6.31 4.41 -0.17
F 4.52 3.71 0.86
S 4.14 4.16 -1.72
O 4.28 2.71 -1.84
O 2.74 4.47 -1.68
N 4.95 5.32 -2.85
S 5.64 4.33 -3.73
O 6.96 3.90 -3.22
O 4.75 3.34 -4.34
C 6.02 5.36 -5.27
F 4.93 5.68 -6.05
F 6.67 6.49 -4.85
F 6.88 4.61 -6.00
C -1.59 -1.01 5.12
F -2.71 -1.25 4.38
F -1.07 0.19 4.73
F -1.94 -0.89 6.38
S -0.38 -2.46 5.05
O 0.67 -2.06 5.97
O -1.24 -3.63 5.33
N 0.20 -2.46 3.46
S 0.96 -3.85 3.50
O 2.12 -3.86 4.42
O 0.05 -5.05 3.65
C 1.75 -3.90 1.75
F 2.17 -2.67 1.40
F 2.81 -4.71 1.68
F 0.76 -4.40 0.97
O 2.27 4.79 2.83
H 2.59 3.90 2.98
H 2.66 5.31 3.53
O 2.11 1.23 -3.81
H 1.99 1.27 -2.86
H 1.94 2.12 -4.11
O 2.25 -2.12 -4.91
H 1.91 -2.61 -5.65
H 1.71 -2.40 -4.17
O 2.96 -0.92 4.61
H 2.73 -0.33 3.90
H 2.13 -1.34 4.84
O -0.79 4.14 1.88
H -1.31 4.34 2.66
H 0.05 4.57 2.04
O 0.89 -5.47 -3.68
H 0.21 -5.02 -3.18
H 0.42 -5.95 -4.36
*
```



Record 3
ORCA calculation (ωB97M-V/def2-TZVPD) on a single H8N2Si2 molecule at a distorted geometry.

The value obtained for the LUMO energy is 0.65 eV. For the largest force on an atom, the calculation gives 0.1283 hartree/bohr. The energy above the lowest of the compared OMol25 structures with the same formula, charge and spin is 127.72 kJ/mol. As for the SMILES: N[SiH2]N[SiH3]. The total energy is -18865.2027 eV.

ORCA input file:
```
! RIJCOSX wB97M-V def2-TZVPD def2/J DEFGRID3
* xyz 0 1
N -1.69 1.19 0.41
N 0.77 0.11 -0.48
Si 0.75 -1.78 -0.18
Si -0.05 1.44 0.19
H -1.84 0.38 1.06
H -2.24 1.18 -0.44
H 1.63 0.40 -0.76
H 1.79 -1.98 -1.35
H 1.27 -2.27 1.00
H -0.38 -2.30 -0.84
H 0.00 2.54 -0.77
H 0.06 1.88 1.59
*
```



Record 4
ORCA calculation (ωB97M-V/def2-TZVPD) on a molecular structure, C34H36N5O6S4SiY at a distorted geometry.

The value obtained for the LUMO energy is 4.04 eV. For the largest force on an atom, the calculation gives 0.0256 hartree/bohr. The energy above the lowest of the compared OMol25 structures with the same formula, charge and spin is 63.05 kJ/mol. The total energy is -107847.1100 eV.

ORCA input file:
```
! RIJCOSX wB97M-V def2-TZVPD def2/J DEFGRID3
* xyz -2 1
Y -0.58 0.20 -0.28
C 2.78 4.47 3.41
S 1.00 4.36 3.24
C 0.69 2.67 2.71
S 1.88 1.49 2.56
N -0.62 2.57 2.64
N -1.14 1.40 2.14
C -2.33 1.23 2.51
C -3.13 0.05 2.13
C -4.35 -0.15 2.75
C -5.08 -1.29 2.47
C -4.57 -2.19 1.56
C -3.35 -1.91 0.96
N -2.64 -0.82 1.24
H 3.13 5.35 2.87
H 3.22 3.57 2.98
H 3.07 4.54 4.46
H -2.78 1.95 3.18
H -4.71 0.61 3.44
H -6.04 -1.46 2.95
H -5.10 -3.10 1.30
H -2.95 -2.55 0.19
O -1.65 -2.15 -1.39
C -0.79 -3.02 -2.11
C 0.65 -2.44 -2.15
O 1.50 -3.10 -2.76
O 0.83 -1.36 -1.51
C -0.70 -4.32 -1.30
C -0.72 -4.24 0.08
C -0.56 -5.38 0.87
C -0.36 -6.62 0.27
C -0.32 -6.70 -1.12
C -0.48 -5.56 -1.90
C -1.38 -3.20 -3.51
C -0.84 -2.57 -4.62
C -1.47 -2.68 -5.86
C -2.63 -3.43 -6.00
C -3.18 -4.05 -4.88
C -2.56 -3.93 -3.65
H -1.93 -1.44 -2.00
H -0.84 -3.27 0.56
H -0.57 -5.29 1.95
H -0.23 -7.50 0.88
H -0.16 -7.66 -1.60
H -0.43 -5.63 -2.98
H 0.06 -1.97 -4.53
H -1.05 -2.17 -6.72
H -3.12 -3.51 -6.96
H -4.10 -4.61 -4.97
H -3.00 -4.39 -2.77
C -0.35 -1.32 3.72
C 0.74 -1.63 2.76
N 0.71 -1.56 1.45
C 1.98 -1.94 1.00
C 2.77 -2.23 2.07
N 1.96 -2.06 3.18
H -1.32 -1.44 3.22
H -0.27 -0.28 4.05
H -0.31 -1.98 4.58
H 2.22 -1.96 -0.05
H 3.80 -2.54 2.14
H 2.24 -2.09 4.14
C 3.18 1.86 -0.87
Si 1.34 1.92 -1.36
C 1.48 1.49 -3.21
C 1.00 3.80 -1.47
C -0.05 4.28 -2.28
C -0.28 5.65 -2.44
C 0.52 6.58 -1.78
C 1.54 6.13 -0.95
C 1.77 4.76 -0.80
H 3.78 2.40 -1.62
H 3.51 0.81 -0.85
H 3.37 2.28 0.12
H 2.11 2.22 -3.73
H 0.49 1.47 -3.69
H 1.92 0.49 -3.32
H -0.70 3.58 -2.78
H -1.10 5.98 -3.06
H 0.34 7.64 -1.91
H 2.16 6.85 -0.42
H 2.57 4.44 -0.13
O -3.03 1.81 -3.50
S -2.81 0.95 -2.37
O -1.39 0.35 -2.41
O -3.73 -0.18 -2.24
S -2.76 2.00 -0.63
*
```